(1)
# C42H59GeHgN5O2SSe

C42H59GeHgN5O2SSe as an isolated structure in a non-equilibrium geometry (the ωB97M-V functional and the def2-TZVPD basis, the OMol25 dataset).

For the HOMO energy (alpha / beta), the calculation gives -0.15362 / -0.17304 Eh. As for the charge: -1. As for the spin multiplicity: 2. The calculation puts the HOMO-LUMO gap (alpha / beta) at 5.89 / 5.82 eV. Its expectation value of S² is 0.76.

Each line ends with the natural charge from an NBO analysis.
CARTESIAN COORDINATES (ANGSTROEM)
Hg 0.299 -0.641 0.661  0.71
C 0.159 -5.747 -0.245  -0.60
C 0.455 -4.314 -0.692  -0.24
C -0.225 -4.004 -2.027  -0.60
C 1.947 -4.082 -0.750  -0.05
C 2.711 -4.658 -1.748  -0.22
C 4.076 -4.450 -1.815  -0.24
C 4.689 -3.630 -0.887  -0.22
C 3.964 -3.029 0.129  -0.04
C 4.655 -2.130 1.125  -0.24
C 5.546 -2.969 2.045  -0.60
C 5.455 -1.019 0.441  -0.61
C 2.584 -3.297 0.233  0.26
N 1.825 -2.781 1.265  -0.71
C 1.873 -3.236 2.502  0.58
O 2.574 -4.182 2.888  -0.72
C 0.960 -2.569 3.504  0.13
C 1.142 -2.863 4.854  -0.22
C 0.295 -2.280 5.780  -0.19
C -0.710 -1.443 5.331  -0.22
C -0.837 -1.211 3.960  0.13
N -0.015 -1.773 3.088  -0.46
C -2.005 -0.384 3.475  0.59
O -2.944 -0.209 4.269  -0.73
N -1.951 0.070 2.238  -0.70
C -3.038 0.731 1.684  0.15
C -3.991 0.039 0.911  -0.02
C -5.091 0.734 0.425  -0.23
C -5.262 2.087 0.637  -0.24
C -4.309 2.776 1.361  -0.27
C -3.209 2.121 1.887  0.06
C -2.231 2.884 2.748  -0.27
C -2.783 2.967 4.174  -0.61
C -1.946 4.296 2.221  -0.61
C -3.906 -1.413 0.476  -0.22
C -3.327 -1.439 -0.944  -0.60
C -3.142 -2.379 1.377  -0.60
H -0.916 -5.905 -0.170  0.19
H 0.609 -5.939 0.727  0.22
H 0.570 -6.454 -0.964  0.19
H 0.046 -3.625 0.056  0.23
H -0.040 -4.785 -2.763  0.19
H 0.141 -3.057 -2.420  0.22
H -1.301 -3.927 -1.882  0.20
H 2.235 -5.286 -2.487  0.19
H 4.661 -4.930 -2.589  0.19
H 5.757 -3.466 -0.960  0.19
H 3.882 -1.649 1.734  0.22
H 6.300 -3.499 1.463  0.19
H 4.937 -3.698 2.574  0.25
H 6.049 -2.329 2.769  0.19
H 6.301 -1.420 -0.115  0.19
H 5.840 -0.331 1.194  0.19
H 4.817 -0.464 -0.242  0.24
H 1.933 -3.546 5.127  0.24
H 0.412 -2.483 6.838  0.20
H -1.406 -0.972 6.008  0.24
H -5.848 0.193 -0.128  0.20
H -6.135 2.598 0.254  0.20
H -4.444 3.836 1.531  0.20
H -1.295 2.315 2.769  0.22
H -3.743 3.484 4.164  0.19
H -2.096 3.511 4.821  0.19
H -2.942 1.967 4.573  0.26
H -2.746 4.977 2.503  0.20
H -1.862 4.311 1.137  0.20
H -1.018 4.676 2.647  0.20
H -4.941 -1.782 0.418  0.19
H -2.331 -0.992 -0.952  0.21
H -3.963 -0.876 -1.625  0.20
H -3.249 -2.461 -1.311  0.20
H -2.069 -2.203 1.325  0.22
H -3.338 -3.402 1.052  0.19
H -3.456 -2.280 2.414  0.22
C 2.118 3.979 -4.093  -0.66
C 2.733 3.059 -3.095  0.33
C 3.559 3.472 -2.089  -0.39
C 3.961 2.515 -1.121  0.34
N 3.560 1.268 -1.176  -0.51
C 2.749 0.850 -2.141  0.23
S 2.092 -0.667 -2.202  -0.17
N 2.399 1.749 -3.159  -0.55
C 4.793 2.896 0.057  -0.66
H 2.514 4.986 -3.980  0.23
H 1.039 3.999 -3.929  0.24
H 2.301 3.633 -5.110  0.23
H 3.847 4.506 -2.000  0.22
H 1.705 1.409 -3.812  0.44
H 5.183 3.906 -0.034  0.21
H 5.607 2.184 0.164  0.25
H 4.194 2.825 0.964  0.25
C -1.912 1.031 -4.263  -1.08
Ge -2.813 2.630 -3.520  1.59
C -4.688 2.287 -2.994  -1.08
C -2.729 4.051 -4.926  -1.07
C -1.826 3.233 -1.886  -1.04
Se -0.426 1.925 -1.455  0.28
C 0.538 2.946 -0.119  -0.79
H -2.558 0.479 -4.939  0.23
H -1.608 0.370 -3.454  0.25
H -1.018 1.328 -4.807  0.22
H -5.255 1.856 -3.815  0.22
H -5.168 3.212 -2.688  0.23
H -4.706 1.603 -2.151  0.25
H -3.351 3.777 -5.773  0.22
H -1.711 4.173 -5.285  0.22
H -3.077 5.008 -4.549  0.22
H -2.512 3.277 -1.040  0.24
H -1.343 4.200 -2.020  0.22
H 1.480 2.432 0.060  0.23
H -0.036 2.981 0.801  0.23
H 0.729 3.952 -0.492  0.20

Forces on atoms 1 to 2 (eV/Å):
Hg 0.04 -0.67 0.79
C -0.04 0.28 0.09

---

(2)
# C2H9NOS2

A 2-piece molecular cluster, C2H9NOS2 overall in a non-equilibrium geometry (the ωB97M-V functional and the def2-TZVPD basis, the OMol25 dataset).

For the HOMO energy, the calculation gives -0.33569 Eh. Its SMILES is CSS.NCO. For the energy relative to the best compared isomer or geometry (same formula, charge and spin), the calculation gives 2.207 eV. The calculation puts the HOMO-LUMO gap at 9.25 eV.

Each line ends with the natural charge from an NBO analysis.
CARTESIAN COORDINATES (ANGSTROEM)
C 2.645 -3.294 -0.629  -0.77
S 2.484 -1.886 -1.804  0.09
S 0.497 -1.062 -1.514  -0.16
H 1.801 -3.408 0.059  0.24
H 2.809 -4.289 -1.266  0.23
H 3.585 -3.091 0.037  0.23
H 0.806 0.127 -0.870  0.13
N -1.651 2.851 -0.086  -0.88
C -1.953 1.713 0.695  0.10
O -2.065 1.771 2.270  -0.77
H -1.027 2.456 -0.932  0.37
H -1.178 3.642 0.298  0.39
H -1.106 0.963 0.581  0.14
H -2.884 1.113 0.582  0.17
H -2.764 2.394 2.579  0.47

Forces on atoms 1 to 2 (eV/Å):
C 1.91 -1.20 -0.10
S -1.37 0.29 0.47

---

(3)
# C5H10N2

A 2-piece molecular cluster, C5H10N2 overall (the ωB97M-V functional and the def2-TZVPD basis, the OMol25 dataset).

For the HOMO energy, the calculation gives -0.32029 Eh. Its SMILES is C=C1N[C@@H]1C.C=N. For the energy relative to the best compared isomer or geometry (same formula, charge and spin), the calculation gives 3.260 eV. The calculation puts the HOMO-LUMO gap at 9.68 eV.

Each line ends with the natural charge from an NBO analysis.
CARTESIAN COORDINATES (ANGSTROEM)
C 0.831 0.483 1.400  -0.48
C 0.454 1.021 0.261  0.17
N -0.622 1.660 -0.373  -0.59
C 0.575 1.218 -1.158  -0.10
C 0.569 0.029 -2.083  -0.63
H 0.284 0.769 2.277  0.21
H 1.682 -0.182 1.486  0.22
H -1.419 1.028 -0.477  0.35
H 1.144 2.087 -1.486  0.21
H -0.100 0.173 -2.937  0.21
H 0.284 -0.881 -1.543  0.21
H 1.584 -0.122 -2.467  0.23
C -1.041 -1.322 1.781  -0.03
N -0.713 -2.153 0.883  -0.61
H -0.640 -1.440 2.791  0.16
H -1.721 -0.470 1.651  0.14
H -1.152 -1.899 -0.006  0.32

Forces on atoms 1 to 2 (eV/Å):
C 0.41 0.66 -0.19
C 0.27 -0.03 0.03

---

(4)
# C4H7NO

One molecule with the formula C4H7NO in a non-equilibrium geometry (the ωB97M-V functional and the def2-TZVPD basis, the OMol25 dataset).

For the HOMO energy, the calculation gives -0.34871 Eh. Its SMILES is [H]/N=C/C(=C)CO. For the energy relative to the best compared isomer or geometry (same formula, charge and spin), the calculation gives 2.730 eV. The calculation puts the HOMO-LUMO gap at 10.07 eV.

Each line ends with the natural charge from an NBO analysis.
CARTESIAN COORDINATES (ANGSTROEM)
H 2.605 -1.465 -0.401  0.35
N 1.670 -1.186 -0.173  -0.61
C 1.412 -0.010 0.151  0.11
C -0.004 0.416 0.109  -0.10
C -0.374 1.575 -0.454  -0.37
C -0.933 -0.597 0.587  -0.11
O -1.816 -1.097 -0.380  -0.70
H 2.188 0.633 0.500  0.16
H -1.452 1.810 -0.331  0.21
H 0.293 2.278 -0.962  0.21
H -1.564 -0.187 1.383  0.18
H -0.476 -1.513 1.139  0.19
H -1.550 -0.656 -1.169  0.47

Forces on atoms 1 to 2 (eV/Å):
H 0.81 0.25 0.78
N -0.99 -1.44 -1.32